Record 1
ORCA calculation (wB97M-V/def2-TZVPD) on a molecular structure, C29H31LiN6S.

```
68
Properties=species:S:1:pos:R:3
Li 9.0229 9.6815 9.6464
C 5.5550 7.6339 6.9385
C 5.6243 6.3174 7.4276
C 6.3256 6.0847 8.6115
C 7.0572 7.1701 9.2138
N 7.0042 8.4001 8.6772
C 6.2222 8.6341 7.6301
C 7.8189 7.0096 10.4845
C 7.4814 5.9628 11.3576
C 8.1157 5.8945 12.6011
C 9.0479 6.8687 12.9364
C 9.3402 7.9008 12.0114
N 8.7426 7.9525 10.7893
C 10.3422 8.9416 12.3008
C 10.9883 9.0158 13.5827
C 11.8049 10.1032 13.8676
C 11.9340 11.1527 12.9238
C 11.3585 10.9315 11.6748
N 10.6410 9.8458 11.3556
H 4.9608 7.8695 6.0668
H 5.1161 5.5035 6.9098
H 6.3695 5.0941 9.0756
H 6.1674 9.6796 7.3010
H 6.7627 5.2057 11.0412
H 7.8642 5.1024 13.2934
H 9.5213 6.8480 13.9212
H 10.7710 8.2616 14.3219
H 12.2969 10.1326 14.8449
H 12.4528 12.0647 13.1372
H 11.4535 11.6860 10.8877
C 9.1179 9.8058 6.2905
C 8.5871 11.0616 6.8744
C 8.1484 12.0323 5.9354
C 7.5566 13.1662 6.3722
C 7.3261 13.3276 7.7655
C 6.6958 14.4682 8.2433
C 6.3978 14.6212 9.5735
C 6.7293 13.5772 10.4670
C 7.4048 12.3986 10.0657
S 7.6312 11.1980 11.2560
C 7.7485 12.2926 8.6466
N 8.4030 11.2162 8.1976
H 8.2912 9.1938 5.8691
H 9.7318 9.2247 7.0121
H 9.7572 10.0686 5.4469
H 8.3187 11.8774 4.8771
H 7.2919 13.9433 5.6828
H 6.4261 15.2472 7.5583
H 5.9291 15.5279 9.9428
H 6.4679 13.6029 11.5291
C 12.7686 8.1548 6.0648
C 12.8016 7.7040 7.5303
C 12.6975 6.1866 7.5928
C 14.0972 8.1858 8.1775
N 11.6178 8.1690 8.2262
N 11.5301 9.5435 8.5238
H 13.6289 7.6994 5.5612
H 12.8346 9.2621 5.9765
H 11.8586 7.8154 5.5423
H 13.5667 5.7067 7.0869
H 11.7678 5.8390 7.0821
H 12.6979 5.8166 8.6420
H 14.9599 7.7098 7.6500
H 14.1187 7.8133 9.2120
H 14.2079 9.2661 8.1550
H 11.3592 7.5965 9.0310
H 12.0623 10.0870 7.8345
H 11.9078 9.7076 9.4510
```

**Molar mass**: 502.62 g mol⁻¹
**HOMO-LUMO gap**: 5.21 eV
**Lowest unoccupied orbital energy**: -0.3530 eV
**HOMO energy**: -5.5631 eV

Atomic partial charges in e from the Mulliken method, atoms 1 to 6:
1. Li 0.893
2. C -0.760
3. C -0.472
4. C -0.754
5. C 0.737
6. N 0.134

Record 2
ORCA calculation (wB97M-V/def2-TZVPD) on 7 unconnected molecules or ions with the total composition C6H26O10.

```
42
Properties=species:S:1:pos:R:3
O 0.0171 -4.1961 1.4765
C 0.3509 -2.8549 1.3762
C -0.2647 -2.0622 2.5085
O 0.2293 -2.6098 3.7342
H 0.3562 -4.4573 2.3358
H 1.4365 -2.7625 1.4082
H 0.1392 -2.3593 0.4287
H -1.3503 -2.0702 2.4116
H 0.0990 -1.0362 2.5646
H 1.1025 -2.3115 3.9987
O 0.9102 -0.7139 -5.5254
C 0.8438 0.5686 -4.8556
C 1.7686 0.6046 -3.5963
O 2.9679 1.2315 -3.9629
H 1.7580 -1.1055 -5.3029
H 1.1327 1.3297 -5.5806
H -0.1746 0.7764 -4.5273
H 2.0290 -0.3946 -3.2471
H 1.3296 1.1528 -2.7628
H 3.3166 0.7565 -4.7208
O -2.5609 0.6245 1.0326
C -2.3639 1.6380 1.9161
C -3.5769 1.6910 2.8876
O -3.7389 0.4505 3.6210
H -1.8511 0.7068 0.3915
H -1.4350 1.4553 2.4564
H -2.3107 2.5673 1.3489
H -4.5104 1.6475 2.3264
H -3.5598 2.6254 3.4485
H -3.3543 -0.2263 3.0592
O 2.5811 -1.6692 -0.3099
H 2.2017 -0.8426 -0.0116
H 2.9973 -2.0373 0.4696
O 1.2803 3.0563 1.5187
H 1.8893 3.4057 0.8681
H 1.8418 2.6533 2.1810
O -1.0620 0.9856 -1.6666
H -1.6396 0.3480 -2.0862
H -1.0086 1.7087 -2.2914
O 0.8671 0.2462 0.3841
H 0.9098 1.1322 0.7437
H 0.4064 0.3472 -0.4489
```

**Molar mass**: 258.26 g mol⁻¹
**HOMO-LUMO gap**: 9.49 eV
**Lowest unoccupied orbital energy**: -0.1557 eV
**Structure (SMILES)**: OCCO.OCCO.OCCO.O.O.O.O
**HOMO energy**: -9.6449 eV

Atomic partial charges in e from the Mulliken method, atoms 1 to 6:
1. O -0.572
2. C -0.143
3. C 0.121
4. O -0.614
5. H 0.362
6. H 0.034

Record 3
ORCA calculation (wB97M-V/def2-TZVPD) on 2 unconnected molecules or ions with the total composition C3H10NOPS.

```
17
Properties=species:S:1:pos:R:3
C 1.1034 0.9019 -1.1450
C 1.2530 0.1540 -0.0996
C 1.7175 0.7676 1.1494
P 0.7631 -1.5601 -0.2865
H 0.9891 0.5030 -2.1372
H 1.3929 1.9955 -1.0319
H 1.4985 0.1559 2.1532
H 2.8279 0.9900 1.3083
H 1.0554 1.6176 1.5544
H 1.8433 -1.8858 0.4679
H -0.1913 -1.6842 0.7254
N -2.9962 -1.1293 -0.4470
S -2.1067 0.0891 0.3218
O -1.8816 1.1383 -0.9119
H -3.8483 -1.3446 -0.0390
H -2.5173 -1.9452 -0.5904
H -0.9029 1.2363 -0.9919
```

**Molar mass**: 139.16 g mol⁻¹
**HOMO-LUMO gap**: 9.24 eV
**Lowest unoccupied orbital energy**: 0.7768 eV
**Structure (SMILES)**: C=C(C)P.NSO
**HOMO energy**: -8.4635 eV

Atomic partial charges in e from the Mulliken method, atoms 1 to 6:
1. C -1.158
2. C 0.596
3. C -1.119
4. P -0.013
5. H 0.433
6. H 0.321